Entry 1:
A 2-piece molecular cluster, C20H20N6O4 overall, computed with ωB97M-V/def2-TZVPD.

## Properties
Charge: 0
LUMO: -1.382 eV
HOMO: -0.258 Ha
Energy relative to the best compared isomer or geometry (same formula, charge and spin): 8.6845 eV

Geometry as XYZ:
```
50
Properties=species:S:1:pos:R:3:mulliken_charge:R:1
C -1.16169 0.22974 -5.86354 -1.19
N -0.08339 0.03253 -4.91198 0.10
C 0.92623 -0.88666 -5.40503 -1.01
C -0.17443 0.41191 -3.59107 0.66
C -1.40129 0.37124 -2.88222 -0.49
C -1.43485 0.57306 -1.52144 -0.47
N -0.33274 1.04196 -0.83291 0.30
C -0.31930 1.29376 0.52054 -1.05
C -1.46713 1.19689 1.35156 0.99
C -1.49111 1.93107 2.67780 0.45
C -2.52994 1.60230 3.56535 -0.55
C -2.59582 2.16032 4.84238 -0.48
C -1.64586 3.11115 5.24106 -0.40
C -0.67193 3.52914 4.32487 -0.69
C -0.59813 2.94796 3.05247 -0.11
O -2.45956 0.49109 1.05646 -0.86
C 0.82037 1.28527 -1.55755 -0.28
C 0.95763 0.87923 -2.85818 -0.82
H -1.74205 1.12457 -5.61938 0.36
H -0.70993 0.35176 -6.85599 0.34
H -1.83008 -0.64237 -5.90601 0.38
H 1.75660 -0.99254 -4.70283 0.35
H 0.48071 -1.87750 -5.59307 0.31
H 1.29959 -0.51731 -6.36785 0.29
H -2.34035 0.13476 -3.38643 0.39
H -2.33066 0.41433 -0.93599 0.52
H 0.65846 1.57153 0.93274 0.19
H -3.30589 0.91009 3.23907 0.39
H -3.39831 1.85074 5.51404 0.37
H -1.66916 3.51545 6.25370 0.39
H 0.02955 4.31569 4.60296 0.37
H 0.12937 3.29618 2.32077 0.37
H 1.58372 1.82599 -1.00188 0.40
H 1.92113 1.00565 -3.35388 0.51
C 0.93834 -3.87950 -1.19494 -0.52
O 2.01096 -3.98002 -0.22561 -0.38
C 1.94012 -3.09283 0.76962 0.51
N 2.86218 -3.25646 1.73601 -0.58
C 2.72800 -2.45101 2.77458 0.75
N 3.47418 -2.39639 3.93547 -0.53
O 2.88261 -1.43217 4.71021 -0.17
N 1.70939 -0.83634 3.99532 0.63
O 1.05294 0.00790 4.57730 -0.63
C 1.66226 -1.47470 2.79601 0.57
C 0.82680 -1.31129 1.70326 -0.39
N 0.97894 -2.16332 0.68167 -0.43
H 1.21508 -4.59939 -1.96123 0.26
H -0.02535 -4.15883 -0.75295 0.30
H 0.86058 -2.87135 -1.62036 0.16
H 0.01323 -0.59327 1.72710 0.42
```

---

Entry 2:
An isolated ion of composition C9H9N2O2S and charge +1, computed with ωB97M-V/def2-TZVPD.

## Properties
Charge: +1
LUMO (alpha / beta): -4.878 / -4.879 eV
HOMO (alpha / beta): -0.447 / -0.447 Ha
Energy relative to the best compared isomer or geometry (same formula, charge and spin): 0.8907 eV
SMILES: COC(=O)[C@]12SC=C[C@]13C=NC=[NH+][C@@H]32

Geometry as XYZ:
```
23
Properties=species:S:1:pos:R:3:mulliken_charge:R:1
C -3.50236 1.36447 0.04944 -0.63
O -2.33654 0.44150 -0.20553 -0.31
C -1.12339 0.69418 0.18080 0.40
O -0.75984 1.64624 0.79209 -0.54
C -0.25528 -0.47175 -0.20193 1.08
S -1.20671 -1.99380 -0.22732 -0.14
C 0.05975 -2.90891 0.50936 -0.43
C 1.17382 -2.22049 0.80914 -0.82
C 1.03379 -0.82460 0.50316 0.84
C 2.05184 0.15931 1.13671 -0.56
N 2.14104 1.35967 0.68904 -0.31
C 1.71817 1.76927 -0.52425 -0.23
N 1.41739 0.81416 -1.49440 -0.07
C 0.94262 -0.39779 -1.12227 -0.83
H -4.32981 0.65045 -0.14890 0.25
H -3.45041 2.22948 -0.67715 0.27
H -3.24770 1.81726 1.01805 0.33
H 0.17986 -3.93960 0.47214 0.48
H 2.04238 -2.55457 1.33916 0.44
H 2.79122 -0.15637 1.80773 0.49
H 1.67786 2.84855 -0.62428 0.38
H 1.72907 0.94109 -2.45575 0.33
H 1.25322 -1.26777 -1.62504 0.58
```

---

Entry 3:
A 3-piece molecular cluster, C6H15NO overall, computed with ωB97M-V/def2-TZVPD.

## Properties
Charge: 0
LUMO: 0.298 eV
HOMO: -0.322 Ha
Energy relative to the best compared isomer or geometry (same formula, charge and spin): 6.3237 eV

Geometry as XYZ:
```
23
Properties=species:S:1:pos:R:3:mulliken_charge:R:1
C -0.41406 -1.03294 1.27518 -0.45
C -1.62669 -0.22149 0.95976 -0.31
C -2.61616 -0.74143 0.20647 -0.58
O -0.69969 -0.27395 -2.37393 -0.79
C 0.48857 -0.72348 0.10534 -0.89
N 0.79826 0.70756 0.13927 0.12
C 1.81019 0.96962 1.15731 -1.01
C 1.27831 1.14083 -1.15290 -1.08
H 0.00250 -0.74198 2.23728 0.20
H -0.81549 -2.05554 1.30339 0.40
H -2.55245 -1.76012 -0.16900 0.24
H -1.63497 0.81297 1.28992 0.33
H -1.39515 0.32826 -0.94951 0.44
H -3.43124 -0.16428 -0.22484 0.37
H -1.14130 -1.05112 -2.74745 0.19
H 1.39282 -1.39513 0.18230 0.43
H 0.00070 -0.96551 -0.83884 0.38
H 1.55002 0.50788 2.11600 0.25
H 2.79053 0.51545 0.91219 0.35
H 1.98586 2.04824 1.11556 0.34
H 0.45537 1.23019 -1.85244 0.35
H 2.17941 0.65678 -1.56051 0.38
H 1.59465 2.20920 -1.13055 0.34
```

---

Entry 4:
C3H10NO6 as an isolated structure, computed with ωB97M-V/def2-TZVPD.

## Properties
Charge: +1
LUMO: -2.986 eV
HOMO: -0.535 Ha
Energy relative to the best compared isomer or geometry (same formula, charge and spin): 1.0891 eV

Geometry as XYZ:
```
20
Properties=species:S:1:pos:R:3:mulliken_charge:R:1
C -0.81340 -1.15878 0.05278 -0.01
C -0.38578 1.67038 -0.04652 0.05
C 1.49391 -0.40565 0.30534 0.05
N 0.06530 -0.12308 0.57755 -0.08
O -2.10425 -1.04703 0.53568 -0.47
O -0.99715 -0.91799 -1.29231 -0.57
O -0.20519 1.55779 -1.27735 -0.34
O -1.45601 1.80683 0.62569 -0.47
O 1.63959 -0.55362 -1.00690 -0.39
O 2.14194 0.66371 0.82320 -0.51
H -0.31494 -2.19282 0.09987 0.36
H 0.42748 2.23624 0.34950 0.48
H 1.55032 -1.40900 0.92050 0.33
H -0.13739 -0.10796 1.52700 0.28
H -2.03124 -1.08121 1.50964 0.37
H -1.19524 -1.72044 -1.87140 0.35
H -0.89277 1.07564 -1.73908 0.41
H -2.25904 1.32676 0.19779 0.46
H 2.35090 -0.04538 -1.39567 0.33
H 3.12298 0.42560 1.10470 0.37
```

---

Entry 5:
C4H8NO2 as an isolated structure, computed with ωB97M-V/def2-TZVPD.

## Properties
Charge: -1
LUMO: 2.845 eV
HOMO: -0.101 Ha
Energy relative to the best compared isomer or geometry (same formula, charge and spin): 6.8499 eV

Geometry as XYZ:
```
15
Properties=species:S:1:pos:R:3:mulliken_charge:R:1
O 2.40579 0.84242 0.77814 -0.59
C 1.89450 -0.28173 0.73044 -0.12
C 0.55056 -0.65030 0.29047 0.44
C -0.64583 0.01483 0.75071 -0.24
C -1.99428 -0.09318 0.00082 -0.49
O -2.95180 0.53328 0.69094 -0.86
N 1.07820 -1.01066 -0.87931 -0.52
H 2.52877 -1.08656 1.16186 0.32
H 0.47752 2.03118 -2.13074 0.22
H -0.98326 -0.24903 1.76160 0.32
H -0.43727 1.10346 0.73277 0.16
H -2.18952 -1.16875 -0.28550 0.17
H -1.81649 0.27383 -1.05781 0.14
H 1.16442 -2.02899 -0.94042 0.26
H 0.91867 1.77021 -1.60395 -0.23
```

---

Entry 6:
C16H25CrN6S8Sb as an isolated structure, computed with ωB97M-V/def2-TZVPD.

## Properties
Charge: -2
LUMO (alpha / beta): 4.290 / 4.288 eV
HOMO (alpha / beta): -0.025 / -0.060 Ha
Energy relative to the best compared isomer or geometry (same formula, charge and spin): 0.9644 eV
2S+1: 5

Geometry as XYZ:
```
57
Properties=species:S:1:pos:R:3:mulliken_spin:R:1
Cr 0.42982 0.88449 -0.37744 3.79
S -2.16755 1.50908 -7.29584 0.00
C -1.59048 1.29588 -5.74548 0.00
S 0.01211 0.86242 -5.35855 0.00
C -0.10055 0.81419 -3.61130 0.01
C -1.32139 1.12336 -3.12593 0.02
S -1.74869 1.11808 -1.42219 -0.01
S -2.52792 1.49253 -4.33710 0.00
S 1.28149 0.38680 -2.64517 0.06
S 2.52129 0.68434 0.76985 -0.02
C 2.64856 2.29474 1.44097 0.02
C 3.41072 2.45406 2.66810 0.01
N 4.01015 2.56518 3.64388 0.00
C 2.06277 3.36753 0.86934 0.00
S 1.12147 3.26808 -0.57829 0.05
C 2.20104 4.67522 1.50182 -0.01
N 2.27406 5.70156 2.01485 0.00
C 0.22970 -3.75803 -2.20302 -0.01
C -0.85241 -3.25014 -1.23803 0.02
Sb -0.18963 -1.72860 0.14104 -0.05
C -2.11674 -1.62975 1.14547 0.02
C -3.02297 -2.86453 1.07946 0.00
C 0.74236 -2.94513 1.67841 0.02
C 0.31791 -4.42556 1.75321 0.00
H -0.17394 -4.51896 -2.88396 0.00
H 1.06798 -4.20196 -1.65640 0.00
H 0.62677 -2.93883 -2.81039 0.01
H -1.26235 -4.07290 -0.63943 0.00
H -1.67703 -2.78507 -1.78678 0.00
H -2.61414 -0.77150 0.70587 0.00
H -1.88825 -1.36978 2.17764 0.00
H -3.32686 -3.08068 0.05046 0.00
H -3.93993 -2.71086 1.66540 0.00
H -2.53584 -3.76299 1.47183 0.00
H 0.52235 -2.42438 2.61715 0.00
H 1.81382 -2.86845 1.49533 0.00
H -0.73366 -4.53406 2.04486 0.00
H 0.91909 -4.98223 2.48758 0.00
H 0.44401 -4.92902 0.78359 0.00
S -0.65541 1.36511 1.94358 0.04
C -1.11260 2.97020 1.94533 0.03
N -0.84855 3.85149 2.94306 0.00
C -1.13877 5.23639 2.53019 0.00
C -1.62576 5.05574 1.08258 0.00
N -1.78997 3.60437 0.98745 0.00
H -0.03693 3.65777 3.50385 0.00
H -0.24515 5.85235 2.57786 0.00
H -1.90850 5.67084 3.16992 0.00
H -0.87828 5.39676 0.36499 0.00
H -2.56527 5.57146 0.89445 0.00
H -1.84309 3.14289 0.08121 0.00
N 3.74222 -3.17790 -1.49551 0.00
N 2.74131 -2.29510 -0.96061 0.01
H 4.40351 -2.65580 -2.05260 0.00
H 3.26488 -3.80532 -2.12302 0.00
H 2.45062 -1.62117 -1.65719 0.00
H 3.17858 -1.76425 -0.22637 0.00
```

---

Entry 7:
C3H5ClS in the gas phase, computed with ωB97M-V/def2-TZVPD.

## Properties
Charge: 0
LUMO: 0.899 eV
HOMO: -0.345 Ha
Energy relative to the best compared isomer or geometry (same formula, charge and spin): 0.4158 eV
SMILES: SC/C=C/Cl

Geometry as XYZ:
```
10
Properties=species:S:1:pos:R:3:mulliken_charge:R:1
S 2.28505 -0.56801 -0.05973 -0.21
C 0.84803 0.35817 -0.20362 -0.64
C -0.43022 -0.29827 -0.30437 0.04
C -1.56653 0.18408 0.08335 -0.43
Cl -3.19117 -0.52028 -0.06113 -0.18
H 2.16158 -1.01711 1.18049 0.11
H 0.92399 0.95472 -1.08293 0.29
H 0.87514 1.01083 0.62625 0.37
H -0.27926 -1.31569 -0.65295 0.33
H -1.62661 1.21155 0.47464 0.31
```

---

Entry 8:
C20H28N3O2 as an isolated structure, computed with ωB97M-V/def2-TZVPD.

## Properties
Charge: +1
LUMO: -4.729 eV
HOMO: -0.383 Ha
Energy relative to the best compared isomer or geometry (same formula, charge and spin): 22.7194 eV

Geometry as XYZ:
```
53
Properties=species:S:1:pos:R:3:mulliken_charge:R:1
C -1.60282 -4.38830 0.42859 -1.61
C -2.00072 -2.98582 0.31608 0.57
C -1.91822 -2.07261 1.41081 -1.20
C -2.50257 -0.89564 1.38510 -0.30
C -3.09913 -0.52879 0.10091 0.38
C -3.28390 -1.25219 -0.83500 1.64
C -2.83122 -2.58475 -0.66370 -0.51
H -2.84675 -3.06375 -1.82875 0.09
C -3.92156 -0.59328 -2.21945 -1.83
H -3.29162 0.21391 -2.48967 0.30
H -3.94671 -1.16644 -2.89357 0.88
H -4.99185 -0.20863 -2.00831 0.26
O -3.59200 0.74296 -0.00081 -0.65
C -3.20724 2.00257 1.06825 -1.61
C -1.72646 2.18812 0.81822 2.54
O -1.37815 3.11558 2.03265 -0.54
H -1.80328 3.78496 1.87097 0.30
C -1.36224 2.54936 -0.41501 -1.70
N 0.08007 2.25280 -1.00260 0.08
C 0.08321 0.76136 -1.02183 -1.32
C 0.99919 0.02926 -0.22113 -1.59
N 2.25107 0.72970 -0.06569 0.64
H 4.69438 1.51798 -0.70879 0.26
C 3.41997 -0.00901 0.16148 0.87
N 4.68477 0.65414 -0.58337 -0.17
C 5.95493 -0.12251 -0.15765 -0.15
C 5.92548 -1.57822 0.38761 -1.04
C 4.73544 -1.84520 0.71609 -0.19
C 3.43106 -1.39655 0.66704 -0.85
H 2.62303 -1.86186 0.93378 0.79
H 4.71988 -2.87975 1.13979 0.24
H 6.82280 -1.92030 0.41691 0.61
H 6.78614 0.43822 -0.42201 0.48
C 2.36486 1.91912 -0.60567 -1.92
C 1.04113 2.64202 -0.17297 -1.15
H 1.17339 3.97885 -0.36902 0.38
H 0.96396 2.61594 0.73869 0.81
H 2.52160 2.18274 -1.39871 0.86
H 3.17869 2.59934 -0.03576 0.69
H 0.98364 -0.89795 -0.28314 1.67
H 0.73677 0.05995 1.04738 0.26
H 0.37717 0.61667 -1.90750 1.03
H -0.95975 0.18334 -1.05835 -0.31
H -1.38288 3.55244 -0.55350 0.71
H -2.17119 2.26378 -1.26166 0.28
H -1.02856 1.22125 1.20421 -0.91
H -3.71225 2.69579 0.78329 0.88
H -3.36646 1.50505 2.09967 0.27
H -2.47548 -0.17810 2.20775 0.23
H -1.77879 -2.47873 2.40251 0.47
H -2.46816 -5.02939 0.36451 0.35
H -1.08403 -4.58040 -0.61991 0.31
H -0.81863 -4.49901 1.10124 0.44
```

---

The calculated total energy results, record by record, are as follows: -1403.38128 -1006.18496 -367.39891 -626.19649 -362.27250 -5423.56080 -975.64145 -1092.62905 Ha.